*i*
Entry from the Open Molecules 2025 dataset: an isolated molecule of CH2S3 (ωB97M-V/def2-TZVPD).

```
! wB97M-V def2-TZVPD RIJCOSX def2/J DEFGRID3
* xyz 0 1
H -0.178 1.512 -0.803
S -1.451 1.659 -0.638
S -2.930 -0.744 0.381
H -0.140 -1.645 -1.045
C -1.688 0.034 -0.274
S 0.325 -0.908 -0.019
*
```

Properties
Gap between HOMO and LUMO, eV: 7.9212
SMILES string: S=C(S)S
HOMO, Eh: -0.3268

***

*ii*
Entry from the Open Molecules 2025 dataset: an isolated molecule of CH2S3 (ωB97M-V/def2-TZVPD).

```
! wB97M-V def2-TZVPD RIJCOSX def2/J DEFGRID3
* xyz 0 1
S -0.196 1.469 -1.330
C -0.395 0.136 -0.170
S -0.543 1.620 0.675
H 0.763 -1.487 1.159
H -1.091 -0.639 -0.504
S 1.462 -1.100 0.170
*
```

Properties
Gap between HOMO and LUMO, eV: 8.5232
SMILES string: SC1SS1
HOMO, Eh: -0.3240

***

Most stable structure, least stable structure: *i*, *ii*.

***

*i*
Entry from the Open Molecules 2025 dataset: a cluster of 8 separate species, C4H23NO7 in total (ωB97M-V/def2-TZVPD).

```
! wB97M-V def2-TZVPD RIJCOSX def2/J DEFGRID3
* xyz 0 1
H -0.984 1.429 -0.456
H 1.395 -0.132 2.892
H -0.366 1.295 0.992
O 2.175 0.685 -2.529
H -0.035 -2.704 1.961
H 1.776 -1.666 -0.829
H 1.456 -1.857 -2.474
H -2.090 0.212 3.591
O 0.044 3.730 -2.149
H 3.130 0.429 -2.835
O -4.417 1.099 0.858
C -0.139 -1.503 -1.138
H 0.469 3.231 -2.780
C -0.060 -2.710 0.848
C -0.951 -0.890 -1.929
H -0.729 -3.516 0.610
H -3.939 1.063 1.716
O -0.805 1.992 0.365
O -1.550 0.574 2.901
O 2.094 -0.344 3.435
H 1.000 -3.242 -1.894
H -1.917 -0.562 -1.675
H 1.547 1.834 0.435
H -0.639 -0.627 0.855
H 2.120 1.669 -2.695
H 0.054 3.674 -1.340
H -0.734 -0.804 -2.971
H 2.832 -0.428 2.790
N -0.258 -1.402 0.277
H 0.982 -3.120 0.566
C 1.078 -2.148 -1.596
O 1.779 0.903 0.570
H -1.148 1.320 3.320
H 1.315 0.586 -0.184
H -4.487 1.932 0.492
*
```

Properties
Gap between HOMO and LUMO, eV: 8.4076
SMILES string: C=C(C)NC.O.O.O.O.O.O.O
HOMO, Eh: -0.3055

***

*ii*
Entry from the Open Molecules 2025 dataset: a cluster of 7 separate species, C4H23NO7 in total (ωB97M-V/def2-TZVPD).

```
! wB97M-V def2-TZVPD RIJCOSX def2/J DEFGRID3
* xyz 0 1
H 0.362 4.126 -0.387
H -0.938 -1.378 0.208
H -1.676 -1.643 -1.201
H 0.594 2.267 -2.411
N 1.183 -1.359 -1.725
H -0.279 -2.877 -2.177
C 0.188 -0.345 -1.341
H 2.482 -1.395 -0.034
H -2.350 0.659 -1.071
O -1.182 1.915 1.688
H 0.461 3.583 -3.192
H -1.419 1.229 1.020
C 1.665 -1.975 -0.491
H 2.117 1.072 1.527
O 0.457 2.629 -3.293
H -1.443 -1.757 3.415
H 1.380 -3.179 -2.772
H -0.049 0.283 -2.201
O 1.650 1.242 2.355
H -2.469 -2.484 2.627
H 2.133 -2.954 -0.596
O -1.962 0.244 -0.297
H -2.066 2.182 1.949
C 0.639 -2.413 -2.566
H -0.876 0.771 3.072
O -1.712 -1.900 2.497
C -1.127 -0.830 -0.707
H 0.305 -2.035 -3.540
H 0.621 0.191 -0.494
O 1.014 3.424 -0.292
H 0.834 1.661 2.051
O -0.570 0.275 3.846
H 1.001 -2.093 0.374
H -0.003 -0.416 3.500
H 1.039 3.278 0.659
*
```

Properties
Gap between HOMO and LUMO, eV: 9.1414
SMILES string: CN(C)CCO.O.O.O.O.O.O
HOMO, Eh: -0.3263

***

Most stable structure, least stable structure: *ii*, *i*.

***

*i*
Entry from the Open Molecules 2025 dataset: a cluster of 2 separate species, C3H10O3 in total (ωB97M-V/def2-TZVPD).

```
! wB97M-V def2-TZVPD RIJCOSX def2/J DEFGRID3
* xyz 0 1
O -0.410 -1.838 -0.754
H -0.374 -2.145 -1.661
H -0.350 0.242 -1.029
H -1.482 2.064 0.492
H -2.203 -0.789 1.120
H -3.642 0.678 -0.624
H 7.055 -0.921 0.941
C -1.500 -0.098 0.652
H -1.856 -0.549 -1.412
O 6.997 0.040 0.932
H -2.828 1.490 1.399
H -0.642 0.002 1.309
C -2.203 1.248 0.533
C -1.015 -0.565 -0.708
O -3.008 1.405 -0.637
H 6.166 0.265 1.362
*
```

Properties
Gap between HOMO and LUMO, eV: 11.1011
SMILES string: OCCCO.O
HOMO, Eh: -0.3794

***

*ii*
Entry from the Open Molecules 2025 dataset: a cluster of 3 separate species, C3H10O3 in total (ωB97M-V/def2-TZVPD).

```
! wB97M-V def2-TZVPD RIJCOSX def2/J DEFGRID3
* xyz 0 1
H -1.182 -2.015 -1.888
H 1.339 -3.368 -0.996
H -2.684 4.215 2.790
C 0.150 -0.507 -0.998
C -0.348 -1.281 -2.016
H 0.073 -0.090 0.848
H 1.160 1.312 -0.736
H 2.289 -0.172 -0.720
O 1.978 -3.535 -0.226
H 1.687 0.472 -2.185
H -0.033 -1.167 -3.167
O -0.491 -0.644 0.314
C 1.360 0.360 -1.085
O -2.622 5.085 3.324
H -1.961 5.507 2.839
H 1.419 -3.369 0.515
*
```

Properties
Gap between HOMO and LUMO, eV: 9.6288
SMILES string: C=C(C)O.O.O
HOMO, Eh: -0.3403

***

Most stable structure, least stable structure: *i*, *ii*.

***

*i*
Entry from the Open Molecules 2025 dataset: a cluster of 3 separate species, H2O5P2 in total (ωB97M-V/def2-TZVPD).

```
! wB97M-V def2-TZVPD RIJCOSX def2/J DEFGRID3
* xyz -2 1
O 3.326 -5.216 1.985
O -2.290 1.921 -1.775
O 0.068 3.997 0.490
H -1.382 1.730 -1.547
P 3.423 -5.376 0.530
O 2.083 -5.114 -0.216
P -0.692 2.707 0.659
H -2.381 2.387 -0.856
O -2.155 2.964 0.729
*
```

Properties
Gap between HOMO and LUMO, eV: 8.5329
HOMO, Eh: -0.0819

***

*ii*
Entry from the Open Molecules 2025 dataset: a cluster of 2 separate species, H2O5P2 in total (ωB97M-V/def2-TZVPD).

```
! wB97M-V def2-TZVPD RIJCOSX def2/J DEFGRID3
* xyz -2 1
O 8.062 0.438 1.242
O -0.113 -0.479 -0.887
P -0.335 1.533 -0.622
H -0.982 -0.664 -0.810
O -1.595 1.498 0.152
H 1.681 1.833 0.446
P 8.803 -0.087 0.040
O 0.761 1.757 0.637
O 7.960 -0.907 -0.846
*
```

Properties
Gap between HOMO and LUMO, eV: 8.1477
HOMO, Eh: -0.0669

***

Most stable structure, least stable structure: *i*, *ii*.